Record 1
30
Properties=species:S:1:pos:R:3:forces:R:3 method="wB97M-V/def2-TZVPD" e_above_lowest_ev=6.530 homo_lumo_gap_ev="8.3 / 8.2" lumo_ev="0.363 / 0.139"
N 3.09252 -0.98187 -0.30523 0.56 2.46 0.15
N 1.11010 -0.27402 0.50490 0.22 -0.45 1.03
C -3.89602 -0.05089 -0.10641 1.20 1.35 -0.59
C -2.91594 0.96201 -0.08503 0.76 -1.90 0.98
C -1.58952 0.59597 0.08267 0.56 -0.69 1.50
C 1.08436 1.15195 -1.28434 -1.58 -0.30 2.57
C 0.18409 -1.11178 0.42966 0.51 -0.55 -0.27
C -1.18524 -0.78190 0.20536 -2.07 1.94 -1.04
C 3.19355 -2.30654 -0.24731 2.17 -2.80 1.37
C -2.15992 -1.71592 0.06179 -2.78 0.02 0.32
C -0.52831 1.58528 0.50774 -2.78 2.42 -1.44
C 1.93839 1.92356 0.85218 -4.10 1.79 0.35
C 0.82478 1.11881 0.26424 2.11 -0.73 -2.15
C -3.55206 -1.36294 -0.03325 2.68 0.75 -0.25
H 2.90778 -2.80364 -1.12778 -0.36 -0.88 -1.79
H -3.26258 1.94461 0.12422 0.11 0.98 -0.48
H 1.88084 0.53940 -1.38168 2.94 -1.39 -0.92
H -4.29128 -2.08250 -0.07896 -1.22 -1.59 -0.07
H -4.85868 0.34894 -0.26838 -1.38 -0.33 0.16
H 2.72309 -2.91648 0.52426 -0.71 0.47 0.77
H 2.08048 1.73438 1.83344 0.85 -1.29 3.21
H 4.28662 -2.66435 0.00742 -1.17 0.83 -0.59
H 2.75123 1.87348 0.29340 3.87 -0.52 -2.19
H 1.63395 2.95207 0.90984 -0.25 0.88 -0.48
H -0.78721 1.97689 1.52040 0.44 -0.22 -0.59
H 0.47178 -2.15333 0.39104 -0.08 -0.45 0.37
H -0.65853 2.42133 -0.29360 0.12 -0.64 1.89
H 0.31108 0.72508 -1.82193 -1.94 -1.00 -0.96
H 1.19231 2.10535 -1.61706 0.71 2.90 -0.91
H -1.98165 -2.75293 0.13839 0.60 -1.07 0.03

Record 2
51
Properties=species:S:1:pos:R:3:forces:R:3 method="wB97M-V/def2-TZVPD" e_above_lowest_ev=0.000 homo_lumo_gap_ev=7.6 smiles=CC[C@@H](Br)[PH](S)(P(O)Br)P(CC)CC.CC#N.CC#N.CC#N lumo_ev=-0.029
Br -1.62278 0.38713 1.89130 0.46 0.44 -0.70
Br -2.98678 1.57144 -1.37481 0.35 -0.18 0.24
S 2.24469 -0.62629 -0.48497 1.43 -1.12 -0.54
P -0.87858 2.39859 -0.92866 -0.51 2.99 0.79
P 0.56465 0.77022 -0.53236 -0.27 -1.83 -0.50
P 1.90106 2.29531 0.22965 -1.09 2.32 0.14
O -1.17845 3.38286 0.46260 0.11 -1.29 -1.27
N -1.60638 -6.23691 1.82062 -2.23 0.32 0.97
N -7.46726 5.90536 -1.33581 1.29 -0.99 0.22
N 3.27435 -0.44223 -3.67628 0.19 -1.72 -0.54
C -6.55053 5.21031 -1.17989 -0.53 0.41 -0.08
C -5.37286 4.31750 -0.97963 -0.65 0.51 -0.10
C 2.36897 2.23330 2.01529 0.92 0.22 1.67
C -1.35045 -2.54470 1.56854 1.05 -1.71 -0.63
C 4.20825 2.06030 -1.60558 -0.10 -0.07 -1.01
C 3.43904 -1.56742 -3.91138 -0.05 0.68 0.05
C 3.13358 3.02366 -0.94580 2.00 0.00 -0.71
C -4.02052 -5.90299 2.88178 0.70 -0.07 -0.31
C -2.66666 -6.08494 2.28565 1.32 -0.26 -0.57
C 1.78008 1.05758 2.90869 1.21 -0.01 -0.23
C -0.08803 -1.81107 0.85278 -2.42 -0.37 0.97
C -0.63797 -0.38269 0.35537 0.10 -2.87 0.17
C 3.65149 -3.01199 -4.21093 -0.12 0.74 0.17
H -0.67184 3.06128 1.22543 -0.26 0.00 -0.25
H 3.40396 -3.61190 -3.33467 0.01 0.08 -0.03
H 3.01459 -3.31455 -5.04227 0.03 0.07 0.06
H 0.15387 -2.51333 0.00135 0.22 1.30 0.86
H 4.69397 -3.18452 -4.47862 -0.07 0.06 0.03
H -2.32725 -2.31882 1.05756 0.90 -0.01 0.75
H 2.15100 -1.50113 -1.55181 -0.35 0.51 0.75
H 0.69096 -1.76102 1.65280 -0.36 0.09 -1.19
H -4.65421 -5.34108 2.19547 0.08 -0.03 0.02
H -1.42897 -0.69960 -0.40342 0.86 1.01 0.83
H 0.79511 1.32229 3.37687 0.97 -0.47 -0.69
H 0.61402 0.60358 -1.97789 -0.32 0.39 0.70
H -4.59549 4.56104 -1.70362 -0.07 -0.02 0.05
H 2.61798 3.57804 -1.78659 0.18 -0.70 1.20
H -5.66952 3.27744 -1.11265 0.00 0.10 0.00
H 4.50681 1.17760 -0.97594 -0.31 1.07 -0.48
H 1.76431 0.12527 2.27912 -0.39 0.78 0.80
H 3.50543 2.22845 2.10868 -1.36 -0.15 -0.32
H 3.72319 3.82249 -0.38391 -1.10 -0.96 -0.25
H 2.04961 3.20919 2.51081 0.36 -1.08 -0.90
H -4.97528 4.44829 0.02690 -0.03 0.00 -0.08
H -1.17515 -3.67294 1.41009 -0.30 1.62 0.31
H 5.13228 2.63429 -1.94105 -1.11 -0.56 0.64
H 3.76541 1.64159 -2.55943 0.53 0.28 1.22
H -4.47461 -6.87555 3.07183 0.08 0.05 -0.03
H -3.94017 -5.35671 3.82171 0.04 -0.03 -0.08
H 2.55004 0.85801 3.72333 -1.14 0.29 -0.85
H -1.35892 -2.40001 2.68378 -0.28 0.17 -1.27

Record 3
7
Properties=species:S:1:pos:R:3:forces:R:3 method="wB97M-V/def2-TZVPD" e_above_lowest_ev=1.262 homo_lumo_gap_ev=10.6 lumo_ev=0.981
Cl 2.03978 0.05935 -0.02402 -0.16 -0.11 -0.31
N -0.65587 0.51370 0.00851 -2.27 2.97 0.74
C 0.25314 -0.44795 -0.06121 0.80 -3.00 4.92
H -0.79513 1.09185 0.84443 0.25 -0.31 -0.96
H -0.04707 -0.87545 -0.97335 1.07 -1.92 -1.01
H 0.16331 -1.19722 1.10163 0.40 1.87 -4.05
H -0.95817 0.85573 -0.89599 -0.09 0.49 0.68

Record 4
8
Properties=species:S:1:pos:R:3:forces:R:3 method="wB97M-V/def2-TZVPD" e_above_lowest_ev=7.511 charge=+1 homo_lumo_gap_ev=16.2 smiles=C[N+](F)(F)F lumo_ev=-4.430
F -1.22782 -1.18409 0.30268 0.11 -0.29 0.23
F -1.22261 0.81745 0.88494 -0.64 1.61 1.37
F -1.24394 0.32298 -1.15779 0.03 0.37 -0.30
N -0.72055 0.02196 0.02637 0.59 -1.95 -1.56
C 0.74735 -0.00466 0.00497 2.93 0.61 -1.01
H 1.24691 0.58111 -0.79236 -1.42 0.22 -0.04
H 1.23077 -0.95944 -0.15191 -1.07 -0.87 0.11
H 1.18990 0.40469 0.88310 -0.53 0.30 1.19

Record 5
44
Properties=species:S:1:pos:R:3:forces:R:3 method="wB97M-V/def2-TZVPD" spin_multiplicity=2 homo_lumo_gap_ev="9.1 / 9.1" lumo_ev="0.570 / -0.156"
Cu 0.82771 -1.32489 1.15262 0.06 0.10 0.10
Cl 2.80129 -3.45530 0.06112 0.01 0.01 -0.04
P 3.20289 0.30314 0.39796 -0.03 0.00 -0.20
P 0.62418 1.90012 0.58136 0.10 0.05 0.11
O -0.14178 2.92690 -0.14705 -0.07 0.01 -0.07
O 2.66057 -0.46182 1.55871 -0.10 -0.10 0.13
O 0.20295 0.45298 0.50212 0.01 -0.05 -0.08
O 4.74536 0.62879 0.53035 0.03 0.12 0.08
O 3.16852 2.80506 1.02644 0.00 -0.02 0.00
O -1.12683 -1.81813 1.08444 0.05 -0.27 -0.40
O 3.07445 -0.49657 -0.95832 0.07 -0.03 0.06
O 0.72595 2.30133 2.16139 -0.05 0.03 0.00
N -1.52308 -1.24276 -1.09290 -0.17 -0.23 -0.19
N -2.91399 -0.51966 0.62720 0.02 -0.04 0.02
C -2.12019 -0.30256 -2.03140 0.02 0.04 -0.01
C 2.43335 1.93719 0.14317 0.00 0.01 0.01
C -0.36820 -1.97969 -1.56202 0.04 -0.07 0.05
C -3.57787 -0.08636 -1.68404 0.02 0.01 0.00
C -3.66920 0.36662 -0.24493 0.03 0.05 -0.01
C -3.15392 -0.32245 2.04563 0.04 0.02 -0.03
C 2.62296 2.42894 -1.28385 0.00 0.01 -0.02
C -1.81748 -1.20810 0.22175 -0.17 0.33 0.41
C 1.48886 -3.16298 1.28942 -0.02 -0.03 -0.02
H -0.21882 -2.87483 -0.96326 0.03 0.06 0.04
H 4.85754 1.47905 0.99027 0.01 -0.05 -0.04
H -2.94532 0.71474 2.32490 0.01 -0.01 0.00
H 2.11203 1.77608 -1.99103 0.00 0.00 0.02
H -4.70533 0.37291 0.09789 -0.01 -0.03 0.00
H -3.28296 1.38781 -0.14237 0.02 0.00 -0.01
H -4.19858 -0.54173 2.27264 0.00 0.01 -0.01
H 1.93601 -3.39437 2.25271 0.03 0.03 0.00
H -1.56471 0.64273 -2.01696 -0.02 0.01 0.05
H -4.01745 0.66622 -2.33837 0.01 0.00 0.00
H 0.71898 -3.89141 1.04780 -0.03 0.01 0.06
H 2.19631 3.42686 -1.36311 0.01 0.00 0.00
H 0.53734 -1.36468 -1.54325 0.04 0.00 0.01
H -2.02448 -0.72922 -3.02931 0.00 -0.01 -0.01
H 0.18502 3.08912 2.30864 0.06 -0.03 0.00
H -2.51526 -0.98156 2.61981 0.01 -0.01 0.01
H 3.10057 -1.46880 -0.80379 -0.04 0.06 -0.01
H -4.12747 -1.01982 -1.82087 0.00 -0.01 0.00
H -0.54953 -2.29080 -2.59033 0.00 0.02 -0.01
H 2.65586 2.87360 1.84613 0.00 -0.01 -0.01
H 3.68377 2.45828 -1.53731 -0.01 0.01 0.00

Record 6
35
Properties=species:S:1:pos:R:3:forces:R:3 method="wB97M-V/def2-TZVPD" e_above_lowest_ev=1.346 spin_multiplicity=3 homo_lumo_gap_ev="6.6 / 6.6" lumo_ev="0.152 / 0.132"
Se 0.61480 2.84519 3.66660 0.69 1.37 -0.50
Ti 0.03594 -0.78352 -0.85902 -5.82 0.76 6.08
N 0.47135 1.10631 -1.04565 0.70 2.78 -0.57
N -1.68327 -0.67182 -2.19153 -0.34 0.19 -0.52
N 1.22664 -0.92541 -3.17534 0.20 -1.49 1.97
N 1.21769 -1.58974 -1.92054 3.70 -2.40 -3.38
N -1.20513 -0.14713 -3.38690 -0.60 -0.81 1.09
N -0.63250 0.41420 4.61081 -0.17 -0.76 -0.55
N 0.57826 1.37902 -2.41617 0.04 0.30 1.53
C -0.66481 -0.87145 2.17224 0.15 -0.51 -1.69
C 0.90312 2.66637 -2.54942 0.15 0.36 0.52
C 0.72196 2.26007 -0.35879 -0.12 -1.15 -1.92
C -3.01555 -0.91585 -2.33526 2.18 0.56 -0.91
C 2.12632 -2.60509 -1.91233 -1.29 2.09 -1.37
C 1.01013 3.26250 -1.28582 -0.08 -0.22 -0.41
C 2.13069 -1.55385 -3.89843 1.09 -1.02 -0.44
C -3.37529 -0.57543 -3.64780 0.32 -0.02 0.03
C -2.21294 -0.11125 -4.27336 -0.27 -0.07 0.55
C -0.12151 1.39980 4.19984 -0.96 -1.80 0.88
C 2.71657 -2.60063 -3.15716 0.32 0.16 -1.08
B 0.30930 0.28347 -3.49290 -0.58 0.35 -0.05
H 1.05468 3.07463 -3.53398 -0.01 0.12 -0.01
H 3.47462 -3.27808 -3.49202 0.18 -0.05 -0.23
H 2.31356 -1.22766 -4.91396 0.10 -0.14 0.12
H -3.57181 -1.33285 -1.50743 0.00 0.10 -0.17
H 0.67536 2.28115 0.71747 0.01 -0.06 0.11
H -4.35026 -0.68776 -4.07413 -0.17 0.09 -0.21
H 0.48928 -0.73321 2.18525 -1.94 -0.16 -0.08
H -2.02349 0.25863 -5.27077 -0.19 -0.06 0.07
H 1.27027 4.28178 -1.06539 -0.03 0.06 -0.07
H -0.90115 -0.54476 4.04680 0.71 1.66 -0.26
H 0.53419 0.69976 -4.60222 0.02 -0.10 0.27
H -1.30503 0.04035 1.84801 1.19 -1.48 0.43
H 2.22839 -3.20348 -1.03435 0.16 -0.23 0.21
H -1.04048 -1.89448 1.76896 0.65 1.62 0.55

Record 7
39
Properties=species:S:1:pos:R:3:forces:R:3 method="wB97M-V/def2-TZVPD" e_above_lowest_ev=0.000 charge=-1 homo_lumo_gap_ev=11.2 lumo_ev=2.167
Rb 21.98048 -20.53710 0.43720 -0.18 0.15 -0.03
As 20.67323 -17.65625 3.00540 0.26 -0.87 -0.19
As 23.46284 -22.56588 -2.67239 0.78 -0.51 0.56
F 22.01612 -18.26791 2.02366 0.04 0.08 -0.04
F 19.56900 -18.29694 1.82189 0.03 0.02 -0.19
F 20.78014 -16.17362 2.15813 -0.20 0.41 -0.15
F 23.55675 -24.10591 -3.43526 -0.14 -0.09 -0.25
F 24.84623 -22.99844 -1.70869 0.12 0.01 0.05
F 24.47715 -21.83253 -3.84042 0.22 0.08 -0.43
F 23.43537 -21.03646 -1.81405 -0.34 0.22 -0.01
F 22.07098 -22.14251 -3.58668 -0.39 0.15 -0.03
F 19.34903 -17.14998 3.97214 -0.14 0.20 0.12
F 20.67128 -19.23298 3.76923 -0.11 0.03 0.14
F 21.80436 -17.08429 4.17202 0.15 0.01 0.22
F 22.44989 -23.24881 -1.41626 -0.28 0.20 0.11
O 19.43636 -20.54097 -3.57163 -0.24 -0.02 0.22
O 18.17955 -21.87240 -2.43713 -0.17 -0.29 -0.28
O 23.58825 -21.84702 4.16176 -0.19 -0.14 0.08
O 19.74719 -20.70302 -1.33478 -0.04 -0.06 -0.10
O 24.16574 -23.26328 2.63919 -0.26 -0.59 0.58
O 24.20499 -21.09017 2.12424 -0.23 0.11 -0.03
C 24.54106 -23.59578 1.30129 0.06 0.37 -0.46
C 23.27686 -20.51755 4.63069 -0.05 -0.05 0.26
C 19.18155 -21.01308 -2.36011 0.37 0.19 0.24
C 20.39859 -19.49336 -3.66172 0.22 0.66 -0.68
C 17.79607 -22.51231 -1.21344 0.08 0.12 -0.22
C 23.99023 -21.98442 2.91355 0.50 0.34 -0.34
H 23.30264 -19.77739 3.83828 0.14 -0.07 -0.06
H 24.62700 -24.67494 1.26174 0.07 -0.04 0.12
H 21.34648 -19.87461 -4.03225 0.03 -0.25 0.30
H 17.00268 -23.19507 -1.49840 -0.08 0.03 0.05
H 23.78733 -23.27553 0.58411 -0.02 -0.03 0.07
H 22.27491 -20.54872 5.04625 -0.02 -0.05 -0.04
H 23.98570 -20.29412 5.42479 0.07 0.14 -0.09
H 20.52313 -18.94783 -2.73217 0.00 -0.23 0.18
H 20.03025 -18.78924 -4.41315 -0.15 -0.17 0.10
H 18.62731 -23.07835 -0.79829 0.06 0.11 0.06
H 17.43887 -21.76114 -0.51303 0.03 -0.09 0.14
H 25.47633 -23.10816 1.03353 0.03 -0.09 0.02